Entry 1:
64
Properties=species:S:1:pos:R:3:forces:R:3:nbo_charge:R:1 method="wB97M-V/def2-TZVPD" total_charge=-2 multiplicity=1 max_force_ev_per_a=1.48 e_homo_ev=-0.452 relative_energy_kj_mol=1433.5
Sr 0.40223 0.25959 0.39249 0.3 -0.7 0.5 1.81
O 1.96922 6.70944 -1.54531 0.0 0.0 0.0 -0.72
C 1.38334 5.46986 -1.21241 0.0 0.0 0.1 0.09
C 1.13601 5.09836 0.11163 -0.1 0.1 0.0 -0.24
C 0.56281 3.89744 0.46187 0.0 0.0 0.0 -0.09
N 0.00098 3.16296 -0.65187 0.5 0.0 0.4 -0.45
C 0.74616 3.28576 -1.84633 -0.5 0.0 -0.1 -0.17
C 1.28735 4.48681 -2.19923 0.1 -0.1 -0.1 -0.25
C 1.32146 0.62022 -2.01870 0.3 0.0 -0.2 -0.31
O 0.54505 2.09486 -4.09575 -0.2 0.1 0.0 -0.90
O 2.04513 -0.32295 -1.47944 -0.1 -0.1 -0.1 -0.86
C 0.78296 3.31925 1.81974 0.0 0.0 0.0 0.76
O 1.11024 4.09900 2.73235 0.1 0.0 0.0 -0.76
O 0.67267 2.04633 1.96439 -0.1 0.0 -0.4 -0.93
H 1.91614 7.25521 -0.75705 0.0 0.0 0.0 0.46
H 1.50824 5.69728 0.93815 0.0 0.0 0.0 0.22
H 1.69074 4.62599 -3.19502 0.0 0.0 0.0 0.23
C -4.18423 -4.26921 0.05148 0.0 0.0 0.0 -1.12
Si -2.50227 -4.85878 -0.53033 0.0 0.0 0.0 1.66
C -2.50134 -6.73880 -0.29656 0.0 0.0 0.0 -1.12
C -2.26893 -4.55995 -2.36399 0.0 0.0 0.0 -1.12
C -1.09302 -4.18461 0.50575 0.0 0.0 0.0 -0.56
C -0.28947 -5.01774 1.26583 0.0 0.0 0.0 -0.14
C 0.76038 -4.50717 2.02538 0.0 0.0 0.0 -0.34
C 0.98075 -3.14535 1.97502 0.0 0.0 0.0 0.07
N 0.23160 -2.30765 1.25934 0.0 0.0 0.0 -0.58
C -0.80588 -2.79114 0.54088 -0.1 0.0 0.0 0.11
S -1.78310 -1.65334 -0.32830 0.0 0.1 0.0 -0.50
H -4.97865 -4.76553 -0.51390 0.0 0.0 0.0 0.22
H -4.27806 -3.19144 -0.07627 0.0 0.0 0.0 0.27
H -4.32401 -4.50200 1.11040 0.0 0.0 0.0 0.22
H -3.30341 -7.17938 -0.89548 0.0 0.0 0.0 0.22
H -2.67150 -7.02221 0.74538 0.0 0.0 0.0 0.22
H -1.55986 -7.18905 -0.62158 0.0 0.0 0.0 0.22
H -3.08959 -5.01100 -2.92988 0.0 0.0 0.0 0.22
H -1.33268 -5.00693 -2.70780 0.0 0.0 0.0 0.23
H -2.23571 -3.49268 -2.57935 0.0 0.0 0.0 0.27
H -0.47535 -6.08731 1.27101 0.0 0.0 0.0 0.19
H 1.39763 -5.14522 2.62282 0.0 0.0 0.0 0.20
H 1.79914 -2.68565 2.51625 0.0 0.0 0.0 0.21
C 3.64352 2.30789 3.59263 0.0 0.0 0.0 -0.43
N 3.76695 2.05184 2.17195 0.0 0.0 0.0 -0.36
C 3.74236 3.04123 1.20313 0.0 0.0 0.0 -0.07
C 3.62260 2.43113 0.01040 0.0 0.0 0.0 -0.09
N 3.58804 1.06891 0.25921 0.0 0.2 -0.2 -0.57
C 3.65471 0.83448 1.58892 0.0 0.0 0.0 0.26
S 3.58198 -0.68094 2.34102 0.0 0.0 0.0 -0.43
H 4.54036 2.80994 3.96174 0.0 0.0 0.0 0.18
H 3.53057 1.34834 4.09007 0.0 0.0 0.0 0.24
H 2.75726 2.92453 3.75336 0.0 0.0 0.0 0.27
H 3.72202 4.08322 1.46505 0.0 0.0 0.0 0.23
H 3.48812 2.83949 -0.97587 0.0 0.0 0.0 0.25
H 3.28945 0.37680 -0.44954 0.0 -0.1 0.1 0.47
Cl 0.61145 1.69476 -2.66877 1.0 -0.6 0.2 1.59
C -1.15741 1.68909 -2.01395 -0.5 1.4 -0.3 -0.34
C -1.10486 2.40266 -0.78761 -0.9 0.2 0.1 0.14
C -2.24295 2.31353 0.05229 0.0 0.0 -0.1 -0.14
Cl -2.32033 3.19741 1.53754 0.0 0.0 0.0 0.04
C -3.38364 1.67975 -0.42739 0.0 -0.1 0.0 -0.06
Cl -4.77938 1.57242 0.59185 0.0 0.0 0.0 0.01
C -3.46681 1.17191 -1.73242 0.0 0.0 0.0 -0.15
Cl -4.94048 0.47780 -2.32014 0.0 0.0 0.0 0.00
C -2.33824 1.23823 -2.54405 0.3 -0.7 0.3 -0.04
Cl -2.37846 0.63231 -4.16503 0.0 0.0 0.0 0.02

***

Entry 2:
94
Properties=species:S:1:pos:R:3:forces:R:3:mulliken_charge:R:1 method="wB97M-V/def2-TZVPD" total_charge=0 multiplicity=1 max_force_ev_per_a=0.76 e_homo_ev=-7.145 relative_energy_kj_mol=19.6
K 0.25206 1.37618 -2.76442 -0.4 0.0 -0.6 0.90
C -0.10751 5.77009 1.40027 0.0 0.0 0.0 -0.99
N 0.33334 4.51186 0.83088 0.0 0.0 0.0 0.34
C 0.84223 3.46114 1.54622 0.0 0.0 0.0 -0.71
C 1.13792 2.48342 0.63840 0.1 0.0 -0.1 -0.93
N 0.81324 2.91373 -0.61640 -0.1 0.0 0.2 0.25
C 0.33353 4.13156 -0.48299 0.0 0.0 -0.1 0.08
P -0.19047 5.21476 -1.85364 0.0 0.0 0.0 -0.55
C 1.07014 4.81021 -3.09611 -0.1 -0.1 0.1 -0.32
N 1.38508 3.62602 -3.58383 0.3 0.4 -0.1 0.23
C 2.41357 3.84018 -4.45101 0.0 0.0 0.0 -0.81
C 2.72564 5.17008 -4.49083 0.0 0.0 0.0 -0.18
N 1.86621 5.78493 -3.62679 0.0 0.0 0.0 0.27
C 1.85289 7.20551 -3.32509 0.0 0.0 0.0 -0.82
C -1.64309 4.32692 -2.52237 0.1 0.0 0.1 0.31
N -1.67028 3.45399 -3.50664 -0.1 0.0 0.0 -0.33
C -2.98368 3.09965 -3.65571 0.0 -0.1 0.0 -0.88
C -3.75500 3.76009 -2.74698 0.0 0.0 0.0 -0.23
N -2.89807 4.55216 -2.03149 0.0 0.0 0.0 0.21
C -3.27577 5.38831 -0.90962 0.0 0.0 0.0 -0.87
H 0.64856 6.14837 2.08627 0.0 0.0 0.0 0.36
H -1.04760 5.64266 1.93735 0.0 0.0 0.0 0.30
H -0.24434 6.49542 0.60181 0.0 0.0 0.0 0.36
H 0.97329 3.51316 2.61357 0.0 0.0 0.0 0.61
H 1.60260 1.52423 0.80980 0.0 0.0 0.0 0.64
H 2.87812 3.03608 -4.99637 0.0 0.0 0.0 0.43
H 3.46859 5.72199 -5.03913 0.0 0.0 0.0 0.36
H 2.57364 7.69540 -3.97466 0.0 0.0 0.0 0.31
H 2.13480 7.38445 -2.28863 0.0 0.0 0.0 0.29
H 0.86711 7.62828 -3.50757 0.0 0.0 0.0 0.33
H -3.29319 2.38665 -4.40174 0.0 0.0 0.0 0.48
H -4.81069 3.73679 -2.54017 0.0 0.0 0.0 0.48
H -4.17883 5.94435 -1.15489 0.0 0.0 0.0 0.40
H -2.47883 6.10242 -0.71118 0.0 0.0 0.0 0.32
H -3.45000 4.78284 -0.02018 0.0 0.0 0.0 0.27
Se 3.70011 -0.27218 3.04222 0.0 0.0 0.0 -0.39
P 2.58315 -1.77218 2.06144 0.0 0.1 0.0 0.61
C 1.42212 -2.52920 3.24274 -0.1 0.0 0.0 0.91
C 0.65296 -1.70123 4.05894 0.0 0.0 0.0 -0.54
C -0.13033 -2.24082 5.06322 0.0 0.0 0.0 -0.72
C -0.14461 -3.61357 5.27800 0.0 0.0 0.0 -0.65
C 0.63030 -4.44325 4.48479 0.0 0.0 0.0 -0.49
C 1.41486 -3.90161 3.47374 0.0 -0.1 -0.1 -0.49
C 3.53614 -3.20364 1.48106 0.1 0.0 0.0 -0.17
C 4.63991 -3.62163 2.21935 0.0 0.1 0.0 -0.31
C 5.32646 -4.76761 1.85408 0.0 -0.1 0.0 -0.73
C 4.91644 -5.50221 0.74791 0.0 0.0 0.0 -0.43
C 3.82285 -5.08393 0.00543 0.0 0.0 0.0 -0.82
C 3.13383 -3.93402 0.36808 0.0 0.0 0.0 0.06
C 1.78189 -1.18514 0.55385 0.0 -0.1 0.1 -0.02
C 0.55855 -1.18266 -0.13504 -0.1 0.0 -0.1 0.35
N 0.79697 -0.58050 -1.31589 0.1 -0.4 0.3 0.29
N 2.06380 -0.22976 -1.35979 0.2 -0.1 0.0 -0.69
N 2.68030 -0.58356 -0.25303 0.1 0.0 0.0 -0.31
P -1.15322 -1.70808 0.02289 -0.1 0.1 -0.1 0.73
Se -2.43804 -0.78811 -1.41026 0.1 0.0 0.1 -0.39
C -1.16876 -3.51455 -0.12196 0.0 -0.1 0.0 0.15
C -0.82214 -4.33493 0.94542 0.0 0.0 0.1 0.57
C -0.73985 -5.70838 0.77712 0.0 0.0 0.0 -0.84
C -0.99858 -6.27020 -0.46515 0.0 0.0 0.0 -0.72
C -1.34756 -5.45558 -1.53385 0.0 0.0 0.0 -0.52
C -1.43781 -4.08234 -1.36460 0.0 0.0 0.0 -0.54
C -1.73603 -1.23903 1.66843 0.0 0.0 0.0 0.12
C -1.45799 0.06593 2.07671 0.0 0.0 0.0 -0.58
C -2.06447 0.58557 3.20557 0.0 0.0 0.1 -0.33
C -2.95288 -0.19349 3.93847 0.1 0.0 0.0 -0.62
C -3.22036 -1.49404 3.54304 0.0 0.0 0.0 -0.83
C -2.61872 -2.01677 2.40548 -0.1 0.0 0.0 -0.07
H 0.70563 -0.62874 3.92583 0.0 0.0 0.0 0.51
H -0.72069 -1.58748 5.69085 0.0 0.0 0.0 0.46
H -0.74876 -4.03113 6.07362 0.0 0.0 0.0 0.41
H 0.64110 -5.51180 4.65843 0.0 0.0 0.0 0.42
H 2.03031 -4.55647 2.86959 0.0 0.0 0.0 0.26
H 4.96012 -3.03449 3.07188 0.0 0.0 0.0 0.33
H 6.18613 -5.08592 2.42940 0.0 0.0 0.0 0.39
H 5.45781 -6.39408 0.45943 0.0 0.0 0.0 0.38
H 3.50470 -5.64465 -0.86403 0.0 0.0 0.0 0.44
H 2.28552 -3.60766 -0.22138 0.0 0.0 0.0 0.38
H -0.62061 -3.90392 1.91427 0.1 0.0 0.1 0.02
H -0.47013 -6.33717 1.61630 0.0 0.0 0.0 0.50
H -0.93184 -7.34208 -0.59998 0.0 0.0 0.0 0.40
H -1.55154 -5.89149 -2.50337 0.0 0.0 0.0 0.41
H -1.71459 -3.43426 -2.18694 0.0 0.0 0.0 0.09
H -0.78372 0.68265 1.49297 0.0 0.0 0.0 0.33
H -1.84746 1.60109 3.51303 0.0 0.0 0.0 0.47
H -3.43296 0.21429 4.81904 0.0 0.0 0.0 0.42
H -3.90695 -2.10564 4.11382 0.0 0.0 0.0 0.43
H -2.86205 -3.02228 2.08691 0.0 0.0 0.0 0.52
Cl -4.17937 -1.25585 -6.85747 0.0 0.0 0.0 -0.11
C -3.61419 -1.25872 -5.17394 0.1 0.0 0.0 0.71
Cl -3.47204 -2.91612 -4.58274 0.0 0.0 0.0 -0.06
Cl -4.72537 -0.33415 -4.16359 0.0 0.0 0.0 -0.07
C -2.29370 -0.62281 -5.14489 -0.2 -0.1 0.0 -0.18
N -1.26983 -0.11227 -5.16157 0.2 0.1 0.1 -0.36

***

Entry 3:
107
Properties=species:S:1:pos:R:3:forces:R:3:mulliken_charge:R:1 method="wB97M-V/def2-TZVPD" total_charge=0 multiplicity=1 max_force_ev_per_a=0.53 e_homo_ev=-7.742 relative_energy_kj_mol=197.2
Sc -0.67797 0.86587 -1.56795 0.2 0.2 -0.1 -0.40
S 0.00867 3.06097 -0.25555 -0.1 -0.1 -0.2 -1.14
P 1.38171 1.65870 0.27478 0.0 -0.2 0.2 1.26
C 1.40295 0.37539 -0.84185 -0.1 0.5 -0.2 -0.29
P 2.15656 0.63989 -2.35354 0.0 -0.2 0.1 2.43
S 0.72957 0.79057 -3.79032 -0.1 0.0 0.2 -0.68
C 3.24706 2.09006 -2.51119 0.0 -0.1 0.0 -0.04
C 2.73716 3.30810 -2.94543 -0.1 0.0 0.0 -0.40
C 3.55185 4.42777 -3.00339 0.0 0.0 0.0 -0.64
C 4.88449 4.33638 -2.63274 0.0 0.0 0.0 -0.58
C 5.40362 3.12195 -2.20536 0.0 0.0 0.0 -0.73
C 4.58905 2.00393 -2.14699 0.0 -0.1 0.0 -0.23
C 3.25371 -0.74328 -2.77163 -0.1 0.0 0.0 -0.19
C 3.92330 -0.76169 -3.99303 0.0 0.0 0.0 -0.38
C 4.75190 -1.82133 -4.31295 0.0 0.0 0.0 -0.67
C 4.91178 -2.87303 -3.41572 0.0 0.0 0.0 -0.54
C 4.24148 -2.86022 -2.20397 0.0 0.0 0.0 -0.71
C 3.41120 -1.79448 -1.88096 0.0 0.0 0.1 -0.10
C 0.87008 1.01663 1.89413 0.0 0.1 0.1 1.07
C 0.01913 1.69934 2.65659 0.0 0.0 -0.1 -1.42
C -0.44337 1.20175 3.98510 0.0 0.1 0.1 -0.22
C -0.13967 -0.28627 4.26094 0.1 -0.1 0.0 -0.27
C 1.01941 -0.83383 3.48564 0.1 0.0 0.0 -1.32
C 1.45409 -0.24354 2.37501 0.0 0.0 0.1 -0.42
C 2.96667 2.45763 0.67683 0.0 -0.1 0.0 0.98
C 4.02334 1.64247 1.08116 0.0 0.0 0.0 -0.48
C 5.21736 2.20374 1.49860 0.0 0.0 0.0 -0.80
C 5.36828 3.58426 1.50116 0.0 0.0 0.0 -0.56
C 4.32546 4.39555 1.08374 0.0 0.0 0.0 -0.76
C 3.12249 3.83497 0.67690 0.0 0.0 0.0 -0.45
H 1.70053 3.36903 -3.25298 0.0 0.0 0.0 0.17
H 3.14704 5.37114 -3.34427 0.0 0.0 0.0 0.42
H 5.52114 5.20976 -2.67997 0.0 0.0 0.0 0.40
H 6.44271 3.04563 -1.91526 0.0 0.0 0.0 0.44
H 4.99994 1.05845 -1.81497 0.0 0.0 0.0 0.46
H 3.79231 0.05563 -4.69252 0.0 0.0 0.0 0.40
H 5.27299 -1.83269 -5.26045 0.0 0.0 0.0 0.41
H 5.55811 -3.70286 -3.66749 0.0 0.0 0.0 0.39
H 4.36145 -3.68036 -1.50857 0.0 0.0 0.0 0.47
H 2.87279 -1.76353 -0.93971 0.0 0.0 0.0 0.28
H -0.39601 2.63980 2.31427 0.0 0.0 0.0 0.47
H -0.15733 1.90289 4.77332 0.1 0.0 0.0 0.53
H -0.00929 -0.48203 5.32644 0.0 0.0 0.0 0.77
H 1.52438 -1.71301 3.86039 0.0 0.1 0.0 0.55
H 2.26690 -0.67822 1.80687 0.0 0.0 0.0 -0.07
H 3.91522 0.56534 1.05395 0.0 0.0 0.0 0.25
H 6.03149 1.56603 1.81602 0.0 0.0 0.0 0.43
H 6.30246 4.02539 1.82322 0.0 0.0 0.0 0.41
H 4.44455 5.47023 1.07618 0.0 0.0 0.0 0.44
H 2.30451 4.46578 0.35353 0.0 0.0 0.0 0.36
N -3.86623 0.97552 -3.40841 -0.1 0.0 0.1 0.01
C -3.21506 2.19633 -3.53353 0.0 0.0 0.0 0.70
C -3.85239 3.15655 -4.33377 0.1 0.0 0.1 -0.95
C -3.26718 4.38577 -4.50090 0.1 0.0 0.0 -0.47
C -2.04352 4.63350 -3.88476 0.0 -0.1 0.0 -1.41
C -1.49158 3.63759 -3.11494 0.0 0.0 0.0 0.00
N -2.06539 2.43506 -2.90462 0.1 -0.1 0.0 0.53
C -3.34771 -0.29683 -3.24210 0.0 0.0 0.0 0.74
C -4.17619 -1.38873 -3.53757 0.1 0.0 0.0 -0.93
C -3.66570 -2.65832 -3.41405 0.1 0.0 0.1 -0.69
C -2.34410 -2.83259 -3.00151 -0.2 0.2 0.0 -1.03
C -1.62023 -1.70374 -2.71315 0.2 -0.1 -0.1 -0.22
N -2.10224 -0.45475 -2.82124 0.0 -0.1 0.1 0.55
H -4.79612 0.97892 -3.79875 0.1 0.0 0.1 0.23
H -4.78515 2.91064 -4.82129 0.0 0.0 0.0 0.39
H -3.74499 5.13652 -5.11478 0.0 0.0 0.0 0.41
H -1.53011 5.57568 -3.99248 0.0 0.0 0.0 0.48
H -0.54436 3.79179 -2.61736 0.0 0.0 0.0 0.36
H -5.19470 -1.22145 -3.86003 0.0 0.0 0.0 0.40
H -4.28962 -3.51302 -3.63559 0.0 0.0 0.0 0.44
H -1.90556 -3.80819 -2.87560 0.0 -0.1 0.0 0.53
H -0.59578 -1.78183 -2.35510 -0.1 0.0 -0.1 0.45
F -2.65841 1.47630 2.97982 -0.1 0.0 0.0 -0.41
C -1.94814 0.87558 3.99504 0.0 0.0 0.0 2.03
C -1.63637 -0.65878 3.87154 -0.1 0.0 0.0 2.19
C -2.42007 -1.50503 4.81908 -0.1 0.1 0.2 -1.03
F -2.54190 -2.82069 4.55966 0.0 0.0 0.0 -0.39
C -3.09698 -1.01266 5.85265 0.0 -0.1 0.0 0.34
F -3.85268 -1.77811 6.64636 0.1 0.0 -0.1 -0.35
C -3.10208 0.41374 6.14348 0.0 0.1 0.0 0.19
F -3.62720 0.78512 7.31320 0.1 0.0 -0.1 -0.34
C -2.58959 1.27917 5.28019 0.0 0.0 0.1 -0.71
F -2.56721 2.59374 5.53685 0.0 0.0 0.0 -0.37
Ge -1.90406 -1.49041 2.04699 0.0 0.0 -0.1 -0.64
S -2.02231 -0.18891 0.33118 -0.1 0.1 -0.1 0.40
C -3.70993 -2.32815 2.07307 0.0 0.1 0.0 0.11
C -3.98894 -3.62945 1.69640 -0.1 -0.1 -0.1 0.30
F -3.00424 -4.48621 1.37972 0.0 0.0 0.0 -0.30
C -5.27834 -4.13232 1.61719 0.0 0.0 0.0 0.08
F -5.49541 -5.39497 1.23675 0.0 0.1 0.0 -0.31
C -6.34953 -3.31702 1.93834 0.1 0.0 0.0 0.73
F -7.59476 -3.78548 1.87173 0.1 0.0 0.0 -0.31
C -6.11326 -2.01107 2.33432 0.0 0.0 0.0 0.02
F -7.13709 -1.21774 2.65720 0.0 0.0 0.0 -0.31
C -4.80878 -1.54908 2.39362 -0.1 0.0 0.0 -0.33
F -4.63127 -0.28551 2.79861 0.0 0.0 0.0 -0.31
C -0.61817 -3.00959 1.91339 0.0 -0.1 -0.1 0.37
C 0.06043 -3.62504 2.95400 0.0 -0.1 0.0 -0.18
F -0.08496 -3.22033 4.22323 -0.1 -0.1 0.1 -0.40
C 0.94863 -4.67439 2.77078 0.0 0.0 -0.1 0.25
F 1.58586 -5.21060 3.81405 0.0 0.0 0.0 -0.33
C 1.18514 -5.16103 1.49775 0.0 0.0 0.0 0.71
F 2.03997 -6.16271 1.30372 -0.1 0.1 0.0 -0.33
C 0.51260 -4.59317 0.43172 0.0 0.0 0.0 0.12
F 0.70005 -5.05921 -0.80686 0.0 0.0 0.1 -0.37
C -0.37245 -3.55490 0.66514 0.0 0.0 -0.1 0.16
F -1.04193 -3.10616 -0.40443 0.0 -0.1 0.1 -0.10